{"formula": "C5H9NO2", "method": "wB97M-V/def2-TZVPD", "gap_ev": 10.80, "e_lumo_ev": 0.77, "total_charge": 0, "e_above_lowest_ev": 0.824, "smiles": "C=NCCCC(=O)O", "total_energy_ev": -10915.752, "elements": ["O", "O", "N", "C", "C", "C", "C", "C", "H", "H", "H", "H", "H", "H", "H", "H", "H"], "positions_angstrom": [[-2.5114, 2.2152, 1.6406], [-0.4042, 2.7411, 1.1227], [1.6990, -1.4326, -0.8799], [0.3138, 0.2183, 0.2566], [-1.4279, 1.8722, 1.2496], [-1.0677, 0.4768, 0.8341], [1.7521, -2.0041, -2.0010], [0.3908, -1.2045, -0.3008], [1.1218, 0.3023, 0.9796], [0.3192, -1.8883, 0.5506], [-1.7845, 0.2351, 0.0538], [2.7380, -2.1695, -2.4151], [-0.4683, -1.3588, -0.9693], [0.5359, 0.9384, -0.5313], [0.8800, -2.3507, -2.5589], [-0.7660, 3.6203, 1.3234], [-1.3206, -0.2112, 1.6452]], "forces_ev_per_a": [[-0.05, -0.05, -0.02], [-0.05, 0.19, -0.10], [-0.39, -0.05, -0.26], [0.28, -0.17, 0.03], [0.19, 0.12, 0.18], [-0.03, -0.31, -0.22], [0.32, 0.10, 0.25], [0.02, 0.44, 0.51], [-0.08, 0.24, 0.23], [-0.22, -0.09, -0.08], [-0.32, -0.02, -0.13], [0.07, -0.14, -0.27], [0.23, -0.31, -0.20], [-0.06, -0.01, -0.07], [-0.11, 0.04, -0.04], [0.08, -0.13, 0.08], [0.11, 0.15, 0.11]], "mulliken_charge": [-0.572, -0.420, -0.379, -0.376, 0.340, -0.398, -0.323, -0.602, 0.280, 0.229, 0.257, 0.271, 0.477, 0.304, 0.254, 0.334, 0.324]}